Entry 1:
The following is a DFT calculation (wB97M-V/def2-TZVPD) of a structure of composition C28H22ClN2O5Tc.

Atoms and positions in Å:
Tc (0.95244, 0.35606, 0.04470)
C (2.93745, -2.40493, -1.19434)
C (3.01498, -1.45592, -0.02743)
C (2.83975, -1.92292, 1.28994)
C (2.97732, -1.07885, 2.37252)
C (3.26186, 0.27597, 2.17641)
C (3.48383, 0.75720, 0.89206)
C (3.39174, -0.11537, -0.20586)
H (3.85093, -3.00163, -1.23558)
H (2.83986, -1.87407, -2.14042)
H (2.09836, -3.09301, -1.09129)
H (2.58545, -2.96564, 1.44747)
H (2.82091, -1.45970, 3.37335)
H (3.34435, 0.94213, 3.02520)
H (3.76683, 1.78967, 0.73454)
H (3.63443, 0.23578, -1.20061)
O (0.00764, -2.78420, 3.07956)
C (-1.04152, -2.14576, 3.65494)
C (-1.69504, -2.81639, 4.68340)
C (-2.77341, -2.23451, 5.31498)
C (-3.22801, -0.96936, 4.93857)
C (-2.58336, -0.29968, 3.92733)
C (-1.48047, -0.87042, 3.27070)
C (-0.81283, -0.11758, 2.21291)
O (0.19893, -0.69699, 1.56423)
N (-1.16438, 1.09037, 1.92358)
N (-0.36825, 1.58844, 0.89836)
C (-0.55849, 2.82910, 0.56365)
C (0.09201, 3.56236, -0.46590)
C (-0.28189, 4.90826, -0.65024)
C (0.29039, 5.66839, -1.63650)
C (1.25116, 5.08684, -2.47179)
C (1.63705, 3.77218, -2.30957)
C (1.07125, 3.00654, -1.30062)
O (1.49466, 1.74580, -1.13215)
H (0.31659, -2.24251, 2.33495)
H (-1.33759, -3.79883, 4.96201)
H (-3.27584, -2.77262, 6.10941)
H (-4.07746, -0.52357, 5.43731)
H (-2.91300, 0.68121, 3.61255)
H (-1.31805, 3.33453, 1.15333)
H (-1.03720, 5.33308, 0.00100)
H (0.00126, 6.70112, -1.77084)
H (1.70205, 5.67562, -3.26056)
H (2.37072, 3.31080, -2.95786)
Cl (-3.62507, -3.57951, -6.00004)
C (-2.85335, -2.57504, -4.82576)
C (-2.94883, -1.19533, -4.94183)
C (-2.33159, -0.39475, -3.99923)
C (-1.62027, -0.97127, -2.95201)
C (-1.53169, -2.35646, -2.84775)
C (-2.15248, -3.16362, -3.78385)
C (-0.98103, -0.06854, -1.96970)
O (-1.09929, 1.13050, -1.96619)
O (-0.15870, -0.71105, -1.09701)
H (-3.50279, -0.76209, -5.76334)
H (-2.39557, 0.68354, -4.06068)
H (-0.98737, -2.80185, -2.02648)
H (-2.09939, -4.24154, -3.71352)

As for the expectation value of S²: 3.778. The HOMO energy (spin up / spin down) is -10.9779 / -11.0182 eV. The value obtained for the energy above the lowest of the compared OMol25 structures with the same formula, charge and spin is 0.00 kJ/mol. As for the spin multiplicity: 4. The calculation puts the strongest force on any atom at 0.6 eV/A. For the frontier orbital gap (spin up / spin down), the calculation gives 6.291 / 5.919 eV. As for the charge: +1.

=====

Entry 2:
The following is a DFT calculation (wB97M-V/def2-TZVPD) of a cluster of 2 separate species, C33H37FNOSi in total at a distorted geometry.

Atoms and positions in Å:
C (1.52102, 2.34786, -1.40250)
Si (0.19278, 2.71098, -0.15515)
C (0.68655, 4.03933, 1.04637)
C (-1.43982, 3.15644, -0.93468)
O (0.00031, 1.22860, 0.58031)
C (-0.39934, 0.64499, 1.80612)
C (0.84550, 0.38102, 2.67739)
C (2.12507, 0.38094, 2.11906)
C (3.24627, 0.24877, 2.94763)
C (3.09068, 0.01692, 4.31560)
C (1.80495, -0.10787, 4.85317)
C (0.68394, 0.06234, 4.03668)
C (-1.41001, 1.60082, 2.48706)
C (-1.01746, 2.49097, 3.49853)
C (-1.92643, 3.41518, 4.03008)
C (-3.21458, 3.51657, 3.50203)
C (-3.59518, 2.65659, 2.46433)
C (-2.70351, 1.69788, 1.97099)
C (-1.04309, -0.73670, 1.49219)
C (-0.29590, -2.03943, 1.87415)
C (-0.92012, -3.11308, 0.97399)
C (-1.78567, -2.34123, -0.03403)
N (-1.32698, -0.96519, 0.11206)
H (1.50602, 3.10537, -2.19835)
H (2.50578, 2.37675, -0.91921)
H (1.38777, 1.35958, -1.85718)
H (1.11488, 4.88351, 0.48185)
H (-0.18047, 4.41303, 1.60742)
H (1.44231, 3.68494, 1.76031)
H (-1.27628, 3.97252, -1.65325)
H (-1.87426, 2.30192, -1.46930)
H (-2.15678, 3.50372, -0.17988)
H (2.23144, 0.49781, 1.03537)
H (4.23686, 0.32004, 2.49680)
H (3.96570, -0.08175, 4.96093)
H (1.66119, -0.33658, 5.90840)
H (-0.32308, -0.05200, 4.44737)
H (0.01058, 2.48199, 3.86328)
H (-1.61139, 4.06747, 4.84978)
H (-3.91709, 4.25651, 3.89138)
H (-4.59126, 2.71822, 2.02784)
H (-3.00971, 1.02428, 1.16571)
H (-1.99247, -0.78261, 2.05757)
H (0.76985, -1.92096, 1.64021)
H (-0.38825, -2.24409, 2.94485)
H (-0.13548, -3.67292, 0.44971)
H (-1.53318, -3.81397, 1.54768)
H (-1.63724, -2.69519, -1.04896)
H (-2.86023, -2.44990, 0.19965)
H (-1.85977, -0.24709, -0.37356)
F (4.37596, -4.98092, -3.88735)
C (3.31900, -4.32902, -3.30414)
C (3.50694, -3.74863, -2.05036)
C (2.47565, -2.98481, -1.51040)
C (1.28872, -2.72122, -2.26439)
C (0.38378, -1.65888, -1.95039)
C (-0.42606, -1.04580, -2.99985)
C (0.19958, -0.02602, -3.76438)
C (-0.45087, 0.55879, -4.83955)
C (-1.72425, 0.11669, -5.21745)
C (-2.35368, -0.89964, -4.48523)
C (-1.71244, -1.49211, -3.39853)
C (1.09417, -3.48298, -3.46023)
C (2.12734, -4.22209, -4.02225)
H (4.44105, -3.89031, -1.51080)
H (2.57434, -2.51895, -0.52514)
H (0.59256, -1.06486, -1.06214)
H (1.22737, 0.24165, -3.51097)
H (0.04437, 1.35450, -5.39580)
H (-2.21758, 0.53694, -6.09506)
H (-3.33836, -1.25283, -4.79068)
H (-2.18474, -2.33768, -2.88347)
H (0.13855, -3.40730, -3.98214)
H (2.01421, -4.70780, -4.98706)

The HOMO energy is -11.0728 eV. As for the spin multiplicity: 1. The calculation puts the strongest force on any atom at 2.7 eV/A. For the frontier orbital gap, the calculation gives 5.372 eV. As for the charge: +1.

=====

Entry 3:
The following is a DFT calculation (wB97M-V/def2-TZVPD) of a cluster of 2 separate species, C8H15N2O2 in total at a distorted geometry.

Atoms and positions in Å:
C (-1.13205, 1.12722, -1.95757)
C (-0.36697, 0.86809, -1.04544)
C (-0.01809, -1.97978, -0.10188)
C (-2.00530, 1.56698, -3.04866)
C (-0.07189, 2.18985, 1.82108)
C (1.10852, -0.04081, 2.42764)
C (0.09871, 0.68422, 1.43910)
C (0.47802, 0.56944, 0.00614)
N (0.85200, -2.88063, -0.58520)
N (1.78096, 0.41893, -0.28014)
O (-1.30870, -2.41433, -0.39902)
O (0.38831, -4.06450, -1.14707)
H (-2.06760, 0.87523, -3.78169)
H (-3.10821, 1.70418, -2.86970)
H (-1.39186, 2.44179, -3.39566)
H (-0.39184, 2.17073, 2.81790)
H (0.82755, 2.67082, 1.78206)
H (-0.73165, 2.61528, 1.22039)
H (1.96874, 0.59891, 2.62522)
H (1.51693, -0.94178, 1.95238)
H (0.62145, -0.44416, 3.26970)
H (-0.92449, 0.16312, 1.44159)
H (1.81646, -2.70753, -0.52355)
H (2.43760, 0.10270, 0.40315)
H (2.22336, 0.58238, -1.14677)
H (-2.02928, -2.03531, 0.13607)
H (-0.57068, -3.84105, -1.06006)

The HOMO energy is -12.8925 eV. The value obtained for the energy above the lowest of the compared OMol25 structures with the same formula, charge and spin is 416.92 kJ/mol. As for the spin multiplicity: 1. The calculation puts the strongest force on any atom at 4.5 eV/A. For the frontier orbital gap, the calculation gives 8.481 eV. As for the charge: +1.

=====

Entry 4:
The following is a DFT calculation (wB97M-V/def2-TZVPD) of a cluster of 2 separate species, C2H8NO2 in total at a distorted geometry.

Atoms and positions in Å:
C (1.33058, 1.55794, 0.28737)
O (1.19155, 0.23734, 0.84708)
H (2.40564, 2.09315, 0.58230)
H (1.34604, 1.58419, -0.88858)
H (0.49671, 2.18176, 0.88059)
N (-1.13591, 0.40169, -0.90433)
C (-1.34245, -0.85019, -0.16646)
O (-0.16728, -1.64186, -0.05990)
H (-0.62171, 0.95708, -0.17420)
H (-0.51093, 0.22430, -1.73162)
H (-1.80207, -0.50179, 0.85001)
H (-2.01710, -1.51098, -0.71633)
H (0.53186, -0.84988, 0.50521)

The HOMO energy is -3.7293 eV. The value obtained for the energy above the lowest of the compared OMol25 structures with the same formula, charge and spin is 162.34 kJ/mol. As for the spin multiplicity: 1. The calculation puts the strongest force on any atom at 2.7 eV/A. For the frontier orbital gap, the calculation gives 8.269 eV. As for the charge: -1.

=====

Entry 5:
The following is a DFT calculation (wB97M-V/def2-TZVPD) of a cluster of 2 separate species, C3H8NOP in total at a distorted geometry.

Atoms and positions in Å:
C (3.07063, 0.09912, 0.40439)
C (-1.35120, 0.49416, 0.52846)
C (-0.97794, 0.03898, -0.78328)
N (3.07205, 0.45222, -0.81211)
O (-0.41769, -1.11240, -0.82136)
P (0.38563, -1.88829, 0.38472)
H (3.94591, -0.50212, 0.82281)
H (2.20288, 0.55753, 1.06899)
H (-1.76174, -0.40475, 0.99869)
H (-0.52847, 0.72131, 1.19872)
H (-2.13411, 1.23049, 0.55725)
H (3.93700, 0.06741, -1.08658)
H (-1.46410, 0.49471, -1.70384)
H (0.28738, -3.07164, -0.26147)

As for the expectation value of S²: 2.006. The HOMO energy (spin up / spin down) is -6.1718 / -10.0414 eV. The value obtained for the energy above the lowest of the compared OMol25 structures with the same formula, charge and spin is 188.14 kJ/mol. As for the spin multiplicity: 3. The calculation puts the strongest force on any atom at 5.4 eV/A. For the frontier orbital gap (spin up / spin down), the calculation gives 7.243 / 9.012 eV. As for the charge: 0.

=====

Entry 6:
The following is a DFT calculation (wB97M-V/def2-TZVPD) of a structure of composition C20H23HfN2 at a distorted geometry.

Atoms and positions in Å:
C (-0.33487, 0.60262, -2.70567)
C (0.20415, 2.01859, -3.01020)
C (0.34311, -0.28523, -3.82388)
C (-1.81062, 0.64979, -3.21468)
H (-0.03387, 0.12552, -4.78801)
H (0.05102, -1.34162, -3.75004)
H (1.43553, -0.16360, -3.81262)
H (-0.21815, 2.31020, -3.99633)
H (1.29801, 2.02078, -3.12145)
H (-0.13332, 2.76680, -2.27287)
H (-1.75910, 1.08462, -4.23316)
H (-2.42755, 1.30539, -2.58585)
H (-2.23224, -0.36177, -3.32264)
C (2.43100, 0.02197, 1.02991)
C (2.14658, -0.78706, -0.11449)
C (2.09032, 0.07847, -1.25921)
H (2.23298, -1.88178, -0.17666)
C (2.09956, 1.44127, -0.75668)
C (2.32764, 1.38518, 0.65677)
H (2.47832, 2.25227, 1.29023)
H (2.80685, -0.34805, 1.98403)
H (2.32816, -0.23696, -2.28199)
H (2.15537, 2.35127, -1.34983)
C (-2.41218, -1.29695, 0.51810)
C (-1.30331, -2.06859, 0.93622)
C (-0.43350, -2.26417, -0.18704)
H (-1.19577, -2.55849, 1.90226)
C (-1.11406, -1.77056, -1.35497)
C (-2.31540, -1.09610, -0.89245)
H (-3.10577, -0.68444, -1.50773)
H (-3.26008, -0.97977, 1.12557)
H (0.45978, -2.89759, -0.21674)
H (-0.91263, -2.10807, -2.37880)
Hf (-0.08393, 0.11539, -0.63106)
N (-0.19091, 0.26391, 7.47880)
C (-0.17227, 0.26137, 6.30870)
C (-0.15534, 0.24621, 4.87038)
C (0.41750, -0.83676, 4.19835)
C (0.40619, -0.81781, 2.80510)
N (-0.15049, 0.16817, 2.07666)
C (-0.69428, 1.21381, 2.72120)
C (-0.71804, 1.28392, 4.12285)
H (0.86111, -1.67663, 4.71615)
H (0.87826, -1.65257, 2.28205)
H (-1.10849, 2.01092, 2.10992)
H (-1.17527, 2.13615, 4.61178)

The HOMO energy is -12.0847 eV. The value obtained for the energy above the lowest of the compared OMol25 structures with the same formula, charge and spin is 44.06 kJ/mol. As for the spin multiplicity: 1. The calculation puts the strongest force on any atom at 2.9 eV/A. For the frontier orbital gap, the calculation gives 7.889 eV. As for the charge: +1.

=====

Entry 7:
The following is a DFT calculation (wB97M-V/def2-TZVPD) of a structure of composition C12H8AuBrClNO3S.

Atoms and positions in Å:
Au (0.66574, -2.01438, -0.10402)
O (0.37896, -0.06161, -1.64566)
N (-0.76493, -0.16825, -2.20017)
C (-1.46360, 1.02200, -2.54110)
C (-2.37343, 1.00084, -3.51551)
C (-2.70285, -0.23207, -4.20171)
C (-2.12326, -1.41819, -3.75741)
C (-1.20143, -1.45047, -2.72738)
S (-0.71523, -2.90227, -1.95730)
H (-1.15353, 1.89903, -1.99457)
H (-2.87074, 1.92737, -3.77547)
H (-3.43588, -0.23778, -4.99499)
H (-2.42869, -2.37000, -4.17526)
Br (4.41923, 2.35581, 3.68942)
C (2.82572, 1.43987, 3.19524)
C (2.57102, 1.20032, 1.86007)
C (1.39306, 0.54824, 1.50790)
C (0.48863, 0.13618, 2.47696)
C (0.76877, 0.40039, 3.81324)
C (1.93894, 1.04675, 4.18418)
C (-0.82527, -0.55115, 2.13700)
O (-1.74006, -0.46641, 2.94371)
O (-0.89916, -1.16761, 1.00762)
H (3.27633, 1.51336, 1.10222)
H (1.16997, 0.39786, 0.45742)
H (0.04521, 0.08617, 4.55427)
H (2.15814, 1.24676, 5.22472)
Cl (2.59835, -3.18075, -0.56343)

As for the expectation value of S²: 3.786. The HOMO energy (spin up / spin down) is -3.0561 / -5.6012 eV. As for the spin multiplicity: 4. The calculation puts the strongest force on any atom at 0.9 eV/A. For the frontier orbital gap (spin up / spin down), the calculation gives 5.595 / 6.573 eV. As for the charge: -1.

=====

Entry 8:
The following is a DFT calculation (wB97M-V/def2-TZVPD) of an isolated molecule of C7H9N at a distorted geometry.

Atoms and positions in Å:
C (0.72208, 0.45441, 1.17574)
C (0.86900, -0.88678, 1.03339)
C (-0.08864, -1.29486, -0.00212)
C (0.34081, -0.91425, -1.30697)
C (0.77026, 0.32806, -1.27045)
C (0.27287, 1.17167, -0.04663)
C (-1.21188, 0.75018, -0.19676)
N (-1.28778, -0.50963, 0.46546)
H (0.91629, 1.38465, 1.84149)
H (1.34671, -1.65841, 1.82400)
H (-0.41720, -2.29439, -0.01364)
H (0.80257, -1.57222, -2.17737)
H (1.05980, 1.06342, -2.05324)
H (0.64358, 2.26246, -0.11216)
H (-1.74605, 0.73571, -1.21296)
H (-1.78365, 1.55612, 0.36162)
H (-1.20875, -0.57613, 1.69060)

The HOMO energy is -8.0675 eV. The value obtained for the energy above the lowest of the compared OMol25 structures with the same formula, charge and spin is 575.10 kJ/mol. As for the spin multiplicity: 1. The calculation puts the strongest force on any atom at 5.6 eV/A. For the frontier orbital gap, the calculation gives 9.017 eV. As for the SMILES: C1=C[C@H]2C=C[C@@H]1CN2. As for the charge: 0.

=====

- The highest strongest force on any atom belongs to which entry?
  C7H9N